# 1
This record from the Open Molecules 2025 dataset describes a cluster of 5 separate species, C3H14O4 in total in a non-equilibrium geometry. The level of theory is the ωB97M-V functional and the def2-TZVPD basis.

Structure (XYZ):
```
21
Properties=species:S:1:pos:R:3
C -1.56 -2.33 1.13
C -2.05 -0.94 0.76
C -3.22 -0.82 0.13
H -0.81 -2.64 0.45
H -2.44 -2.93 1.20
H -1.18 -2.27 2.16
H -1.65 -0.01 1.16
H -3.62 0.16 -0.01
H -3.80 -1.69 -0.13
H 0.04 -0.32 -2.04
H -1.21 -0.84 -1.37
O -0.82 -0.70 -2.23
H 1.33 2.46 0.80
H 1.95 1.18 0.34
O 2.19 2.01 0.78
H -0.73 2.98 -1.66
H -1.39 2.13 -0.50
O -0.79 2.85 -0.71
H 6.92 0.00 0.34
H 6.04 1.15 -0.19
O 6.80 0.59 -0.41
```

- LUMO (eV) = 0.3
- strongest force on any atom (hartree/bohr) = 0.0505
- Kohn-Sham gap (eV) = 10.7
- net charge = 0
- M (g mol⁻¹) = 114.1
- relative energy (zero: lowest compared OMol25 entry of this formula, charge and spin) (eV) = 1.625
- E (hartree) = -423.60883
- structure (SMILES) = C=CC.O.O.O.O


# 2
This record from the Open Molecules 2025 dataset describes a cluster of 2 separate species, C3H6N3P in total in a non-equilibrium geometry. The level of theory is the ωB97M-V functional and the def2-TZVPD basis.

Structure (XYZ):
```
13
Properties=species:S:1:pos:R:3
C -0.92 1.26 -0.61
C 0.99 -0.58 -0.24
C -1.44 0.79 0.60
N -0.46 1.55 -1.62
N 0.38 -1.48 -0.58
N -0.45 -2.36 -0.56
P 1.72 0.77 0.53
H -1.20 -0.29 0.65
H -0.89 1.38 1.38
H -2.54 1.01 0.58
H -0.42 -3.09 -1.36
H 2.75 0.82 -0.28
H 2.48 0.22 1.50
```

- LUMO (eV) = 0.8
- strongest force on any atom (hartree/bohr) = 0.0967
- Kohn-Sham gap (eV) = 9.1
- net charge = 0
- M (g mol⁻¹) = 115.1
- relative energy (zero: lowest compared OMol25 entry of this formula, charge and spin) (eV) = 4.665
- E (hartree) = -623.36746
- structure (SMILES) = [H]/N=N/C#[PH2].CC#N


# 3
This record from the Open Molecules 2025 dataset describes the molecule C3H8O2Si in a non-equilibrium geometry. The level of theory is the ωB97M-V functional and the def2-TZVPD basis.

Structure (XYZ):
```
14
Properties=species:S:1:pos:R:3
C -1.65 -1.22 1.47
C -0.86 -0.15 1.20
C 0.44 0.60 -1.49
O -0.12 -0.49 -2.29
O 1.60 1.20 0.92
Si 0.81 -0.08 0.30
H -2.56 -1.02 1.88
H -1.43 -2.16 1.18
H -1.08 0.83 1.56
H 1.37 1.00 -1.85
H -0.24 1.52 -1.69
H 0.17 -0.30 -3.15
H 2.15 1.61 1.65
H 1.39 -1.36 0.29
```

- LUMO (alpha / beta) (eV) = 0.7 / -2.1
- strongest force on any atom (hartree/bohr) = 0.1674
- Kohn-Sham gap (alpha / beta) (eV) = 6.3 / 7.7
- net charge = 0
- M (g mol⁻¹) = 104.2
- 2S+1 = 3
- E (hartree) = -558.89541


# 4
This record from the Open Molecules 2025 dataset describes a structure of composition C23H31AuCl2N4O3 in a non-equilibrium geometry. The level of theory is the ωB97M-V functional and the def2-TZVPD basis.

Structure (XYZ):
```
64
Properties=species:S:1:pos:R:3
O -0.36 0.69 -1.68
C 0.63 1.25 -2.46
C 0.74 0.44 -3.75
C 0.30 -0.86 -3.82
H -0.18 -1.30 -2.95
C 0.47 -1.61 -4.99
H 0.13 -2.64 -5.02
C 1.07 -1.03 -6.10
H 1.20 -1.60 -7.01
C 1.50 0.30 -6.04
H 1.96 0.77 -6.90
C 1.33 1.03 -4.87
H 1.67 2.07 -4.81
H 0.26 2.26 -2.74
C 1.85 2.57 -0.72
C 1.90 1.47 -1.72
H 2.84 2.97 -0.49
H 1.40 2.22 0.22
H 1.21 3.35 -1.10
C 3.00 0.60 -1.94
C 4.29 0.64 -1.19
H 2.87 -0.17 -2.68
H 5.11 0.81 -1.87
H 4.46 -0.32 -0.69
H 4.30 1.41 -0.42
Au -0.09 -0.16 0.15
Cl 0.25 -2.34 -0.72
Cl 2.26 0.13 0.37
C 0.88 -1.58 2.51
O -0.10 -0.82 2.12
N 0.82 -2.11 3.70
C -0.03 -1.62 4.76
C 1.68 -3.25 4.01
H 1.73 -1.77 1.87
H -0.67 -0.83 4.36
H 0.58 -1.21 5.58
H -0.64 -2.43 5.16
H 2.14 -3.62 3.08
H 1.09 -4.06 4.46
H 2.47 -2.97 4.71
H -1.33 4.11 3.21
H -3.35 4.72 1.48
C -0.75 4.17 2.28
C -2.62 4.54 0.68
N -1.55 3.68 1.16
H 0.15 3.58 2.36
C -1.29 2.56 0.55
O -0.40 1.74 1.04
H -3.12 4.05 -0.16
H -1.81 2.34 -0.38
H -0.48 5.22 2.11
H -2.22 5.51 0.35
N -6.53 -2.66 0.74
C -5.43 -2.52 0.86
C -3.97 -2.44 1.07
C -3.49 -3.52 1.81
C -2.10 -3.65 1.90
C -1.39 -2.65 1.25
N -1.87 -1.59 0.65
C -3.16 -1.43 0.51
H -4.00 -4.34 2.32
H -1.62 -4.49 2.41
H -0.37 -3.03 1.40
H -3.61 -0.55 -0.03
```

- LUMO (alpha / beta) (eV) = 0.1 / -0.9
- strongest force on any atom (hartree/bohr) = 0.1154
- Kohn-Sham gap (alpha / beta) (eV) = 6.7 / 5.6
- net charge = 0
- M (g mol⁻¹) = 679.4
- relative energy (zero: lowest compared OMol25 entry of this formula, charge and spin) (eV) = 3.063
- 2S+1 = 3
- E (hartree) = -2395.56275


# 5
This record from the Open Molecules 2025 dataset describes the molecule C3H4S in a non-equilibrium geometry. The level of theory is the ωB97M-V functional and the def2-TZVPD basis.

Structure (XYZ):
```
8
Properties=species:S:1:pos:R:3
C 1.71 -1.00 0.10
C 0.73 -0.38 0.28
C -0.50 0.62 0.42
S -1.82 -0.45 0.05
H 2.47 -1.72 -0.11
H -0.42 1.49 -0.40
H -0.62 1.01 1.40
H -1.96 -0.10 -1.19
```

- LUMO (eV) = 0.8
- strongest force on any atom (hartree/bohr) = 0.1172
- Kohn-Sham gap (eV) = 9.8
- net charge = 0
- M (g mol⁻¹) = 72.1
- relative energy (zero: lowest compared OMol25 entry of this formula, charge and spin) (eV) = 1.477
- E (hartree) = -514.78827
- structure (SMILES) = C#CCS


# 6
This record from the Open Molecules 2025 dataset describes the molecule C5H5FN2 in a non-equilibrium geometry. The level of theory is the ωB97M-V functional and the def2-TZVPD basis.

Structure (XYZ):
```
13
Properties=species:S:1:pos:R:3
C -2.25 0.14 0.11
C -0.95 0.18 0.05
C 1.23 -0.64 -0.13
C 1.38 0.86 -0.12
C 0.09 1.28 -0.09
H -3.00 0.98 0.66
H -0.64 -1.77 -0.04
H 2.94 -1.27 -0.06
H 2.29 1.43 0.06
H -0.13 2.38 -0.24
N -0.14 -0.97 -0.26
N 2.06 -1.54 0.19
F -2.86 -1.05 -0.13
```

- LUMO (eV) = 0.1
- strongest force on any atom (hartree/bohr) = 0.0937
- Kohn-Sham gap (eV) = 8.6
- net charge = 0
- M (g mol⁻¹) = 112.1
- relative energy (zero: lowest compared OMol25 entry of this formula, charge and spin) (eV) = 2.080
- E (hartree) = -402.81107
- structure (SMILES) = [H]/N=C1C=C/C(=C/F)N\1


# 7
This record from the Open Molecules 2025 dataset describes a cluster of 4 separate species, C15H36O6 in total in a non-equilibrium geometry. The level of theory is the ωB97M-V functional and the def2-TZVPD basis.

Structure (XYZ):
```
57
Properties=species:S:1:pos:R:3
C 5.62 -0.20 -0.69
C 5.29 1.28 -0.58
C 3.99 1.69 -1.26
O 2.85 1.26 -0.48
C 2.29 0.09 -0.83
O 2.61 -0.58 -1.76
O 1.23 -0.20 -0.08
C 0.68 0.77 0.83
C -0.06 1.90 0.14
C -1.49 1.59 -0.30
C -2.16 2.87 -0.80
C -1.59 0.46 -1.35
H 6.65 -0.39 -0.37
H 4.96 -0.81 -0.07
H 5.51 -0.55 -1.72
H 6.09 1.88 -1.03
H 5.23 1.58 0.47
H 3.91 2.77 -1.32
H 3.91 1.25 -2.25
H 0.00 0.19 1.45
H 1.48 1.15 1.47
H 0.52 2.28 -0.71
H -0.11 2.73 0.86
H -2.03 1.27 0.60
H -1.54 3.36 -1.56
H -2.32 3.58 0.01
H -3.13 2.65 -1.26
H -0.66 -0.09 -1.45
H -1.85 0.86 -2.33
H -2.36 -0.27 -1.08
C 0.61 6.00 0.10
C -0.45 6.43 -0.90
O -1.76 6.43 -0.34
H 0.38 5.01 0.49
H 1.60 5.98 -0.36
H 0.65 6.69 0.95
H -0.49 5.73 -1.73
H -0.21 7.42 -1.31
H -1.77 7.05 0.39
C -0.22 -2.74 1.67
C -0.81 -3.85 0.81
O -1.17 -3.38 -0.48
H -0.93 -1.91 1.74
H 0.01 -3.09 2.68
H 0.70 -2.36 1.22
H -1.73 -4.23 1.25
H -0.11 -4.69 0.74
H -0.38 -3.01 -0.90
C -3.92 -7.63 0.81
C -4.45 -6.65 1.84
O -3.87 -5.36 1.72
H -2.84 -7.71 0.88
H -4.35 -8.62 0.95
H -4.17 -7.29 -0.20
H -4.20 -6.99 2.85
H -5.54 -6.59 1.78
H -4.08 -5.02 0.84
```

- LUMO (eV) = 0.7
- strongest force on any atom (hartree/bohr) = 0.0202
- Kohn-Sham gap (eV) = 10.7
- net charge = 0
- M (g mol⁻¹) = 312.4
- relative energy (zero: lowest compared OMol25 entry of this formula, charge and spin) (eV) = 0.000
- E (hartree) = -1044.54568
- structure (SMILES) = CCCOC(=O)OCCC(C)C.CCO.CCO.CCO


# 8
This record from the Open Molecules 2025 dataset describes a cluster of 2 separate species, C3H9FO in total in a non-equilibrium geometry. The level of theory is the ωB97M-V functional and the def2-TZVPD basis.

Structure (XYZ):
```
14
Properties=species:S:1:pos:R:3
F 0.70 2.09 1.69
C -0.40 0.02 -0.20
C 1.54 1.46 0.80
C 0.80 0.94 -0.46
H -0.57 -0.68 -1.04
H -1.30 0.64 -0.06
H -0.22 -0.56 0.72
H 2.34 2.17 0.51
H 2.02 0.62 1.34
H 1.61 0.48 -1.07
H 0.52 1.89 -0.94
O -2.34 -2.87 -0.80
H -1.57 -3.17 -0.25
H -3.12 -3.04 -0.23
```

- LUMO (eV) = 0.8
- strongest force on any atom (hartree/bohr) = 0.0345
- Kohn-Sham gap (eV) = 12.1
- net charge = 0
- M (g mol⁻¹) = 80.1
- relative energy (zero: lowest compared OMol25 entry of this formula, charge and spin) (eV) = 0.000
- E (hartree) = -294.78975
- structure (SMILES) = CCCF.O